{
  "formula": "C30H48Cl6O31S4",
  "method": "wB97M-V/def2-TZVPD",
  "elements": ["C", "Cl", "Cl", "Cl", "H", "C", "Cl", "Cl", "Cl", "H", "C", "C", "C", "O", "C", "O", "O", "H", "H", "H", "H", "H", "H", "C", "C", "C", "O", "C", "O", "O", "H", "H", "H", "H", "H", "H", "C", "C", "C", "O", "C", "O", "O", "H", "H", "H", "H", "H", "H", "C", "C", "C", "O", "C", "O", "O", "H", "H", "H", "H", "H", "H", "C", "C", "C", "O", "C", "O", "O", "H", "H", "H", "H", "H", "H", "C", "C", "O", "S", "O", "O", "O", "H", "H", "H", "H", "C", "C", "O", "S", "O", "O", "O", "H", "H", "H", "H", "C", "C", "O", "S", "O", "O", "O", "H", "H", "H", "H", "C", "C", "O", "S", "O", "O", "O", "H", "H", "H", "H"],
  "xyz": [[5.198, -2.975, 25.915], [5.188, -1.442, 25.065], [4.576, -4.186, 24.802], [4.270, -2.872, 27.413], [6.193, -3.280, 26.240], [4.708, 0.010, 15.896], [5.615, 1.502, 16.295], [3.129, -0.090, 16.793], [5.722, -1.387, 16.109], [4.330, 0.096, 14.877], [3.425, -9.667, 17.349], [3.767, -8.219, 16.967], [5.052, -7.727, 17.623], [5.953, -7.810, 16.523], [5.356, -8.127, 15.401], [5.898, -8.359, 14.334], [4.038, -8.316, 15.597], [2.412, -9.761, 17.741], [4.088, -10.044, 18.128], [3.498, -10.359, 16.510], [2.942, -7.518, 17.091], [5.174, -8.446, 18.433], [4.975, -6.704, 17.991], [4.155, -1.509, 21.580], [3.492, -2.692, 20.827], [3.576, -2.693, 19.349], [4.113, -3.979, 19.163], [4.352, -4.609, 20.269], [4.716, -5.776, 20.417], [4.168, -3.822, 21.242], [3.952, -1.760, 22.621], [3.664, -0.555, 21.386], [5.210, -1.455, 21.312], [2.526, -3.070, 21.162], [4.119, -1.831, 18.961], [2.616, -2.626, 18.838], [-2.026, -4.326, 17.048], [-0.573, -4.671, 17.474], [0.210, -3.609, 18.218], [0.832, -4.342, 19.239], [0.447, -5.588, 19.290], [0.792, -6.395, 20.133], [-0.538, -5.722, 18.426], [-2.593, -3.856, 17.851], [-2.495, -5.276, 16.794], [-2.120, -3.670, 16.182], [-0.148, -5.080, 16.558], [-0.469, -2.796, 18.476], [0.879, -3.196, 17.463], [3.278, -8.114, 21.904], [4.706, -8.565, 21.654], [5.470, -9.112, 22.864], [5.940, -10.424, 22.394], [5.372, -10.721, 21.265], [5.616, -11.782, 20.715], [4.641, -9.658, 20.824], [3.166, -7.303, 22.624], [2.642, -8.930, 22.247], [2.898, -7.667, 20.986], [5.338, -7.923, 21.041], [4.810, -9.205, 23.726], [6.313, -8.478, 23.139], [1.254, -4.844, 23.452], [0.105, -4.381, 22.553], [-1.045, -5.254, 22.457], [-2.070, -4.554, 23.007], [-1.652, -3.378, 23.472], [-2.394, -2.548, 23.968], [-0.411, -3.204, 23.154], [2.118, -4.180, 23.449], [1.452, -5.894, 23.240], [1.068, -4.823, 24.526], [0.499, -4.150, 21.564], [-0.836, -6.175, 23.001], [-1.266, -5.570, 21.438], [6.699, 3.918, 22.321], [7.460, 4.329, 21.020], [7.280, 3.304, 20.123], [7.177, 1.841, 20.955], [8.478, 1.567, 21.613], [6.471, 0.841, 20.206], [6.223, 2.619, 22.077], [5.764, 4.458, 22.472], [7.329, 3.920, 23.210], [8.522, 4.461, 21.227], [7.148, 5.311, 20.662], [4.251, -4.392, 12.696], [5.542, -4.412, 13.547], [5.203, -4.448, 14.933], [3.580, -4.417, 15.125], [3.215, -3.359, 16.058], [3.047, -5.810, 15.275], [3.251, -3.926, 13.597], [3.897, -5.388, 12.428], [4.253, -3.743, 11.820], [6.348, -3.734, 13.267], [5.886, -5.422, 13.326], [-2.464, -0.990, 20.118], [-2.319, 0.293, 20.912], [-1.071, 0.738, 20.607], [0.000, -0.456, 20.530], [0.631, -0.606, 21.837], [0.783, -0.387, 19.259], [-1.229, -1.607, 20.302], [-2.662, -0.902, 19.050], [-3.199, -1.698, 20.500], [-2.323, 0.081, 21.981], [-3.060, 1.073, 20.731], [0.950, 1.542, 24.280], [2.140, 0.619, 24.497], [1.884, -0.147, 25.669], [0.516, 0.348, 26.485], [0.795, 0.659, 27.882], [-0.624, -0.570, 26.200], [0.373, 1.702, 25.532], [0.059, 1.133, 23.804], [1.121, 2.509, 23.807], [3.064, 1.196, 24.523], [2.205, -0.033, 23.626]],
  "mulliken_spin": [0.000, 0.000, 0.000, 0.000, 0.000, 0.000, 0.000, 0.000, 0.000, 0.000, 0.159, 0.046, 0.005, -0.013, -0.078, 0.235, 0.531, 0.001, 0.014, 0.005, 0.056, 0.001, 0.010, 0.000, -0.002, 0.000, 0.000, 0.001, 0.002, 0.000, 0.000, 0.000, 0.000, 0.001, 0.000, 0.000, 0.000, 0.000, 0.000, 0.000, 0.000, 0.000, 0.000, 0.000, 0.000, 0.000, 0.000, 0.000, 0.000, 0.000, 0.001, 0.000, 0.000, 0.001, 0.003, 0.000, 0.000, 0.000, 0.001, -0.001, 0.000, 0.000, 0.000, 0.000, 0.000, 0.000, 0.000, 0.000, 0.000, 0.000, 0.000, 0.000, 0.000, 0.000, 0.000, 0.000, 0.000, 0.000, 0.000, 0.000, 0.000, 0.000, 0.000, 0.000, 0.000, 0.000, 0.000, 0.000, 0.003, -0.002, 0.004, 0.015, 0.000, 0.000, 0.000, 0.000, 0.000, 0.000, 0.000, 0.000, 0.000, 0.000, 0.000, 0.000, 0.000, 0.000, 0.000, 0.000, 0.000, 0.000, 0.000, 0.000, 0.000, 0.000, 0.000, 0.000, 0.000, 0.000, 0.000],
  "spin_multiplicity": 2,
  "charge": 1,
  "s2": 0.764,
  "e_homo_ev": [-12.12, -12.12],
  "orbital_gap_ev": [9.7, 2.5]
}